The following is a quantum chemistry calculation of C4H10OS2 in the gas phase at a distorted geometry, from OMol25.

Summary:
- calculated total energy (eV) = -28027.4170
- SMILES = CSSCCCO
- energy relative to the best compared isomer or geometry (same formula, charge and spin) (kJ/mol) = 113.3

Element x y z (Å)
C (-3.15, 1.25, -0.64)
S (-1.64, 2.12, -0.76)
S (-0.17, 1.16, 0.31)
C (0.71, 0.09, -0.80)
C (1.93, -0.36, 0.01)
C (1.71, -1.03, 1.39)
O (0.70, -2.06, 1.28)
H (-3.89, 2.05, -0.83)
H (-3.21, 0.53, -1.46)
H (-3.36, 0.75, 0.30)
H (0.06, -0.72, -1.14)
H (0.96, 0.62, -1.71)
H (2.50, 0.57, 0.13)
H (2.63, -1.00, -0.53)
H (2.59, -1.70, 1.49)
H (1.56, -0.50, 2.33)
H (0.07, -1.75, 0.63)